1.
DFT (the ωB97M-V functional and the def2-TZVPD basis) results for a cluster of 2 separate species, C11H15N in total.

Computed properties:
Energy relative to the best compared isomer or geometry (same formula, charge and spin) = 207.4 kJ/mol
SMILES string = Cc1c[nH]c2ccccc12.CC
LUMO energy = 0.93 eV

Positions of all 27 atoms, in Å:
C -2.404 -1.711 2.135
C -2.432 -1.417 0.683
C -2.906 -2.103 -0.387
N -2.459 -1.423 -1.470
C -1.446 -0.442 -1.160
C -0.528 0.402 -1.830
C 0.164 1.342 -1.053
C -0.080 1.473 0.355
C -0.833 0.550 1.055
C -1.552 -0.366 0.279
H -3.271 -2.245 2.406
H -2.328 -0.876 2.773
H -1.447 -2.381 2.354
H -3.573 -2.969 -0.344
H -2.703 -1.659 -2.366
H -0.542 0.509 -2.907
H 0.840 1.888 -1.731
H 0.493 2.333 0.751
H -0.752 0.412 2.132
C 3.355 0.561 -0.711
C 3.663 1.678 0.301
H 2.448 -0.148 -0.312
H 3.031 0.938 -1.651
H 4.146 -0.218 -0.846
H 2.729 2.327 0.570
H 4.134 1.120 1.185
H 4.254 2.423 -0.210

2.
DFT (the ωB97M-V functional and the def2-TZVPD basis) results for an isolated molecule of C3H5N3.

Computed properties:
Energy relative to the best compared isomer or geometry (same formula, charge and spin) = 77.3 kJ/mol
SMILES string = Cn1cnnc1
LUMO energy = 0.66 eV

Positions of all 11 atoms, in Å:
C 0.673 -1.276 -0.033
N 0.007 0.010 0.001
C -0.364 0.735 1.094
N -0.967 1.837 0.740
N -1.006 1.856 -0.631
C -0.425 0.765 -1.048
H 0.934 -1.511 -1.066
H 0.018 -2.063 0.353
H 1.590 -1.244 0.561
H -0.171 0.417 2.110
H -0.287 0.474 -2.081

3.
DFT (the ωB97M-V functional and the def2-TZVPD basis) results for a structure of composition C45H40ClN8O4S4W.

Computed properties:
Energy relative to the best compared isomer or geometry (same formula, charge and spin) = 10.8 kJ/mol
Charge = +3
LUMO energy (spin up / spin down) = -8.56 / -8.56 eV

Positions of all 103 atoms, in Å:
W 1.073 -0.424 0.166
S 0.788 1.968 0.860
C -0.794 2.521 0.746
N -1.235 3.606 1.327
C -2.631 4.023 1.142
C -3.087 3.714 -0.257
N -2.814 2.298 -0.569
C -3.696 1.546 -1.521
C -4.867 2.341 -2.005
C -4.742 3.162 -3.122
C -5.823 3.915 -3.555
C -7.032 3.846 -2.877
C -7.165 3.021 -1.767
C -6.085 2.268 -1.333
C -1.728 1.741 -0.108
S -1.310 0.151 -0.521
C -0.411 4.477 2.200
C -0.176 5.809 1.538
C -0.712 6.965 2.090
C -0.505 8.193 1.474
C 0.233 8.264 0.303
C 0.770 7.109 -0.253
C 0.570 5.885 0.363
H -2.674 5.098 1.305
H -3.252 3.527 1.891
H -2.574 4.342 -0.989
H -4.156 3.881 -0.356
H -4.016 0.643 -0.998
H -3.050 1.240 -2.348
H -3.801 3.205 -3.661
H -5.727 4.546 -4.428
H -7.877 4.428 -3.220
H -8.112 2.957 -1.249
H -6.195 1.612 -0.476
H 0.512 3.951 2.426
H -0.970 4.603 3.129
H -1.280 6.914 3.012
H -0.915 9.092 1.914
H 0.398 9.221 -0.174
H 1.358 7.170 -1.159
H 1.012 4.988 -0.060
S -0.493 -3.766 -6.540
N -0.676 -4.320 -5.043
C -0.284 -3.354 -4.228
C -0.274 -3.424 -2.780
C -0.624 -4.561 -2.051
C -0.513 -4.523 -0.678
C -0.107 -3.351 -0.057
N 0.179 -2.235 -0.737
C 0.146 -2.289 -2.091
C 0.635 -1.118 -2.786
N 1.104 -0.126 -1.999
C 1.541 0.990 -2.584
C 1.566 1.147 -3.964
C 1.121 0.127 -4.776
C 0.637 -1.038 -4.176
C 0.150 -2.191 -4.906
N 0.077 -2.297 -6.223
H -0.949 -5.452 -2.574
H -0.733 -5.389 -0.070
H 0.011 -3.317 1.013
H 1.893 1.772 -1.929
H 1.947 2.069 -4.380
H 1.139 0.207 -5.855
Cl 1.413 -2.266 5.616
C 0.317 -1.977 4.326
C -1.024 -2.297 4.433
C -1.816 -2.057 3.322
C -1.257 -1.525 2.179
N 0.048 -1.200 2.071
C 0.810 -1.429 3.155
H -1.425 -2.719 5.345
H -2.871 -2.290 3.332
H -1.879 -1.368 1.314
H 1.854 -1.175 3.100
C 2.327 -7.730 3.624
C 2.631 -6.549 2.752
C 2.998 -6.731 1.418
C 3.329 -5.657 0.610
C 3.282 -4.378 1.153
C 2.917 -4.161 2.480
C 2.593 -5.249 3.268
S 3.676 -3.030 0.131
O 4.053 -3.461 -1.176
O 2.564 -2.070 0.137
N 4.865 -2.287 0.970
C 5.449 -1.052 0.407
C 4.890 0.211 1.087
C 3.438 0.286 0.802
O 2.970 0.480 -0.356
O 2.546 0.018 1.675
H 1.785 -8.499 3.076
H 1.746 -7.444 4.499
H 3.258 -8.178 3.976
H 3.041 -7.733 1.010
H 3.632 -5.803 -0.419
H 2.916 -3.162 2.895
H 2.325 -5.096 4.306
H 5.551 -2.966 1.282
H 5.296 -1.006 -0.672
H 6.522 -1.089 0.577
H 5.390 1.085 0.667
H 5.044 0.179 2.163